1.
Molecular formula: C11H16CdO5P
Method: DFT, the ωB97M-V functional and the def2-TZVPD basis

Each line ends with the Löwdin charge.
Atoms and positions in Å:
O  -1.5898  -4.6867  -1.9754  0.041
C  -1.1735  -3.6302  -2.0275  -0.003
Cd  0.5960  0.4813  -2.0979  0.990
O  2.6871  -1.9995  -1.1961  0.139
C  1.7868  -1.3335  -1.4623  -0.167
C  2.2126  2.0542  -2.3660  -0.026
O  3.0516  2.8415  -2.4030  0.134
C  -0.5898  1.3750  -3.8146  -0.430
O  -1.1434  1.8710  -4.7157  -0.010
C  1.3073  -0.9988  -4.1064  -0.066
O  2.0297  -1.4289  -4.8696  0.123
H  -1.0513  0.6046  -2.8796  -0.082
C  -2.7775  0.6023  0.4620  -0.132
C  -1.4068  1.1604  0.8374  -0.421
P  0.0337  0.1553  0.3672  0.847
C  1.5047  0.9925  1.1023  -0.407
C  1.3826  1.3816  2.5682  -0.133
C  -0.2782  -1.4446  1.1974  -0.385
C  -0.4890  -1.3984  2.7106  -0.120
H  -2.8986  0.6086  -0.6215  0.064
H  -3.5635  1.2399  0.8797  0.088
H  -2.9382  -0.4158  0.8257  0.067
H  -1.2753  2.1176  0.3187  0.087
H  -1.3427  1.3644  1.9224  0.073
H  2.3654  0.3211  0.9664  0.081
H  1.6985  1.8849  0.4885  0.059
H  1.4579  0.4962  3.2124  0.063
H  2.1922  2.0655  2.8640  0.090
H  0.4388  1.8922  2.7847  0.068
H  -1.1645  -1.8738  0.7081  0.071
H  0.5606  -2.1154  0.9663  0.073
H  -1.1972  -0.6248  3.0136  0.074
H  -0.8784  -2.3435  3.1062  0.090
H  0.4520  -1.2162  3.2335  0.062

Atomic forces in eV per Å
O 0.6 1.7 -0.1
C -0.6 -1.7 0.1
Cd -1.0 0.0 -0.2
O -3.0 2.0 -0.6
C 4.4 -3.5 0.8
C 4.2 3.4 0.5
O -3.1 -2.6 -0.3
C 3.8 1.0 0.1
O -1.8 -0.6 0.2
C 1.1 -0.7 -1.7
O -1.2 0.7 1.2
H -3.2 -0.6 -0.6
C 0.0 -0.1 -0.1
C 0.0 0.6 0.5
P -0.6 0.8 0.5
C -0.1 -0.2 0.2
C 0.3 0.1 0.6
C 0.2 -0.6 -0.3
C 0.1 0.1 0.4
H 0.0 -0.1 0.0
H 0.2 -0.1 0.0
H 0.0 0.1 0.0
H 0.0 0.0 0.2
H -0.1 -0.1 -0.5
H -0.1 0.1 -0.1
H -0.1 -0.2 0.1
H -0.1 0.4 -0.2
H -0.2 -0.2 -0.2
H 0.2 -0.1 0.0
H 0.2 0.1 0.0
H -0.2 0.0 0.0
H 0.0 0.0 -0.1
H 0.1 0.1 -0.4
H -0.2 0.0 -0.1

HOMO   -0.36430 hartree
Multiplicity   1
HOMO-LUMO gap   5.497 eV
Net charge   +1
ΔE to the lowest compared entry with this formula, charge and spin   1.704 eV
Lowest unoccupied orbital energy   -4.4 eV

=====

2.
Molecular formula: C11H16Cl4O4S
Method: DFT, the ωB97M-V functional and the def2-TZVPD basis

Each line ends with the Löwdin charge.
Atoms and positions in Å:
C  -0.4266  -2.0706  2.2591  0.032
C  -1.0630  -1.0643  1.6363  -0.152
C  -0.5480  0.3580  1.4903  -0.098
C  0.2715  0.7238  0.2382  -0.367
C  1.3692  -0.3185  -0.1202  -0.595
Cl  1.5696  -0.4979  -1.8818  0.723
C  2.7421  -0.0397  0.5264  -0.704
C  2.7638  -0.0982  2.0466  -0.113
Cl  3.8747  -1.3411  -0.0236  0.611
O  1.0065  1.9624  0.5907  -0.173
S  1.1568  2.9493  -0.6592  0.607
O  2.4795  2.8749  -1.1610  -0.209
O  0.5931  4.2072  -0.3310  -0.200
O  0.1691  2.1794  -1.6566  -0.165
C  -0.6514  1.3432  -0.8271  -0.337
C  -1.7915  0.6188  -1.5664  -0.581
Cl  -3.2901  0.8505  -0.5954  0.713
C  -1.5998  -0.8542  -1.9993  -0.742
C  -2.8717  -1.6966  -1.9887  -0.175
Cl  -1.0337  -0.8173  -3.7039  0.638
H  -0.9698  -2.7233  2.9359  0.064
H  0.6226  -2.3005  2.0958  0.055
H  -2.0354  -1.2511  1.1832  0.083
H  -1.4396  0.9837  1.5103  0.105
H  0.0200  0.6073  2.3792  0.113
H  1.0368  -1.2873  0.2466  0.082
H  3.1791  0.8750  0.1428  0.082
H  1.9479  0.4665  2.4884  0.064
H  3.6787  0.3776  2.3985  0.088
H  2.7581  -1.1226  2.4109  0.067
H  -1.2028  2.0681  -0.2205  0.115
H  -1.9567  1.1878  -2.4784  0.095
H  -0.8640  -1.3603  -1.3783  0.069
H  -3.1615  -1.9615  -0.9725  0.062
H  -2.6457  -2.6278  -2.5071  0.073
H  -3.6877  -1.2009  -2.5085  0.072

Atomic forces in eV per Å
C -0.2 0.0 -0.2
C 0.2 -0.1 -0.4
C 0.3 -0.6 -0.8
C 0.7 0.4 0.2
C -0.1 -0.2 0.1
Cl 0.1 0.1 0.0
C 0.1 -0.5 0.0
C 0.1 0.5 0.0
Cl 0.0 0.1 0.0
O -0.4 0.1 -0.2
S 0.2 0.2 -0.2
O 0.1 -0.1 -0.1
O -0.1 0.0 0.2
O 0.4 -0.5 0.0
C -0.9 0.4 0.6
C 0.6 -0.2 -0.5
Cl 0.0 -0.1 0.1
C -0.8 0.0 0.1
C 0.3 -0.3 -0.1
Cl 0.2 0.0 0.0
H -0.2 -0.9 -1.1
H 0.4 0.9 1.2
H -0.6 0.4 1.2
H 0.1 0.1 0.0
H 0.1 0.0 -0.1
H -0.1 -0.1 -0.2
H -0.2 0.1 0.0
H 0.0 0.0 0.0
H 0.1 -0.1 0.0
H -0.2 0.0 0.0
H -0.1 -0.1 0.0
H -0.1 0.1 0.1
H 0.2 0.1 -0.2
H -0.1 0.2 0.0
H -0.1 0.0 0.0
H -0.1 0.0 0.1

HOMO   -0.35935 hartree
Multiplicity   1
HOMO-LUMO gap   9.809 eV
ΔE to the lowest compared entry with this formula, charge and spin   0.000 eV
Lowest unoccupied orbital energy   0.0 eV

=====

3.
Molecular formula: C11H16FN2O3P2S
Method: DFT, the ωB97M-V functional and the def2-TZVPD basis

Each line ends with the Löwdin charge.
Atoms and positions in Å:
C  2.1789  -2.1562  -1.1745  -0.083
C  2.5341  -0.7364  -1.7785  -0.232
O  1.3600  -0.0469  -2.3255  -0.138
C  1.0843  0.9965  -1.4386  -0.263
C  1.8887  2.2093  -1.4764  0.051
C  1.6426  3.3676  -0.5566  -0.352
N  2.3739  4.5287  -0.5635  -0.249
S  1.6225  5.3860  0.6795  0.907
N  0.4537  4.3224  1.2057  -0.275
C  0.5161  3.1585  0.4527  -0.308
C  -0.3298  1.9169  0.5123  -0.270
P  -1.6634  1.8588  1.8266  0.873
O  -1.4017  0.6406  2.9685  -0.327
O  -3.2250  1.8107  1.1608  -0.344
C  -0.0819  0.8199  -0.4413  -0.240
P  -1.0555  -0.7838  -0.5554  0.962
C  -2.9098  -0.4361  -0.8634  -0.305
C  -1.0018  -1.7112  1.1012  -0.441
C  -1.0705  -3.2630  0.6917  -0.192
H  3.0719  -2.6642  -0.7219  0.081
H  1.7884  -2.8329  -1.9932  0.080
H  1.4135  -2.0569  -0.3533  0.039
H  3.3453  -0.8352  -2.5644  0.118
H  3.0045  -0.1530  -0.9372  0.120
H  2.6926  2.2477  -2.2525  0.121
H  -0.5102  0.2393  2.8656  0.050
H  -3.8730  1.4461  1.7960  0.053
H  -3.0379  0.6664  -1.0216  0.017
H  -3.5071  -0.8396  0.0013  0.031
H  -3.2445  -0.9776  -1.7901  0.020
H  -1.9205  -1.5091  1.7245  0.057
H  -0.0187  -1.5261  1.6597  0.006
H  -1.7375  -3.8603  1.3659  0.059
H  -0.0520  -3.7188  0.5740  0.059
H  -1.5474  -3.3151  -0.3426  0.036
F  1.2174  -2.1929  2.5645  -0.720

Atomic forces in eV per Å
C -0.4 0.2 -0.5
C 1.2 -1.5 0.7
O 1.2 1.0 1.8
C -0.5 2.4 1.0
C -1.5 -1.3 0.3
C -0.2 -2.6 -0.9
N -3.0 -1.5 1.8
S -0.7 -1.9 -0.4
N 0.8 -1.0 -1.4
C 1.4 2.2 -0.4
C 0.8 -2.5 -2.7
P 0.1 3.5 2.9
O 0.3 0.1 -2.0
O 0.8 -1.7 -0.1
C 0.9 3.2 1.0
P -0.1 -1.1 -0.2
C 0.2 0.3 0.0
C -0.6 -0.6 -0.4
C -0.3 0.6 -1.1
H -0.6 0.7 -0.4
H 0.2 0.8 0.9
H 0.8 -0.1 -0.9
H -1.2 0.2 0.5
H -0.7 -0.3 -0.9
H -0.8 0.1 0.9
H -0.6 -0.4 0.0
H 0.6 0.2 -0.3
H -0.3 -1.1 0.3
H 0.5 0.7 -0.8
H 0.5 0.5 0.8
H 1.1 0.1 -0.6
H -0.7 -0.5 -0.2
H 0.9 0.5 -0.3
H -1.0 0.5 0.5
H 0.4 -0.2 1.1
F 0.1 0.3 0.0

HOMO   -0.17113 hartree
Multiplicity   1
HOMO-LUMO gap   5.876 eV
Net charge   -1
Lowest unoccupied orbital energy   1.2 eV

=====

4.
Molecular formula: C11H16FNO3
Method: DFT, the ωB97M-V functional and the def2-TZVPD basis

Each line ends with the Löwdin charge.
Atoms and positions in Å:
C  -0.9070  -1.0680  1.7509  -0.134
N  -1.6997  -1.4792  0.5871  -0.139
C  -1.1773  -2.6746  -0.0786  -0.168
C  -0.8638  -2.3276  -1.5587  -0.111
C  -1.6046  -1.4169  -2.1864  0.054
C  -1.1933  -1.1085  -3.6334  -0.298
O  -1.9737  -0.9634  -4.5161  0.144
C  0.3407  -1.0611  -3.8374  -0.200
F  0.8693  -0.0995  -4.6063  0.093
C  1.0841  -1.9591  -3.2221  0.085
C  0.3025  -2.9598  -2.3445  -0.327
O  0.5668  -4.1196  -2.3165  0.130
H  -1.4184  -0.1855  2.1854  0.079
H  0.0999  -0.7072  1.4694  0.073
H  -0.8277  -1.8716  2.5167  0.083
H  -2.6867  -1.5618  0.7981  0.106
H  -0.2128  -2.9713  0.3901  0.122
H  -1.8388  -3.5586  0.0217  0.130
H  -2.4529  -0.9004  -1.7277  0.126
H  2.1796  -1.9802  -3.2912  0.136
C  1.6711  2.6446  0.8089  -0.062
C  0.6168  2.6648  1.9050  -0.494
C  0.8245  3.8379  2.8502  -0.065
O  0.6687  1.4421  2.6409  -0.075
H  2.6725  2.5372  1.2362  0.082
H  1.5157  1.7929  0.1437  0.076
H  1.6425  3.5603  0.2156  0.081
H  -0.3769  2.7260  1.4570  0.139
H  1.7981  3.7698  3.3445  0.081
H  0.0676  3.8347  3.6365  0.079
H  0.7706  4.7893  2.3177  0.080
H  1.5427  1.3745  3.0433  0.092

Atomic forces in eV per Å
C -0.6 0.5 0.2
N 0.4 -0.5 0.0
C 0.8 0.0 -0.4
C -0.2 -0.3 0.5
C 0.9 0.0 -1.2
C 0.7 0.1 1.5
O -0.6 0.5 -1.0
C -0.5 0.1 0.3
F -0.5 -0.3 0.0
C -0.1 -0.5 0.7
C -0.3 1.9 -0.2
O 0.3 -1.0 0.4
H 0.4 -0.6 0.0
H -0.6 -0.4 0.0
H 0.1 0.4 -0.3
H 0.3 -0.1 0.2
H -0.6 0.1 -0.2
H 0.3 0.4 -0.3
H 0.3 -0.3 -0.3
H -0.6 -0.3 -0.1
C -0.1 -0.1 -0.2
C 0.7 0.1 0.2
C -0.2 0.1 0.1
O -0.2 -0.1 0.0
H 0.0 0.1 0.1
H -0.1 0.1 0.0
H 0.0 0.0 0.0
H 0.0 -0.2 0.1
H 0.0 0.0 -0.1
H 0.0 0.0 -0.1
H 0.0 0.0 0.0
H -0.1 0.1 0.0

HOMO   -0.33445 hartree
Multiplicity   1
HOMO-LUMO gap   8.667 eV
ΔE to the lowest compared entry with this formula, charge and spin   0.000 eV
Lowest unoccupied orbital energy   -0.4 eV

=====

5.
Molecular formula: C11H16MoN5O6
Method: DFT, the ωB97M-V functional and the def2-TZVPD basis

Each line ends with the Löwdin charge.
Atoms and positions in Å:
Mo  -0.0191  -0.3307  0.7135  1.919
N  -0.9310  1.0492  2.1720  -0.025
C  -1.5830  2.1778  1.4473  -0.058
C  -0.8494  2.4181  0.1452  -0.394
O  -0.9890  3.3134  -0.6049  0.246
N  0.1485  1.3519  -0.1465  -0.126
C  1.4703  1.7836  -0.5024  -0.037
C  2.3405  1.3298  0.7203  -0.388
O  3.3415  1.7656  1.1074  0.299
O  1.7011  0.1596  1.2708  -0.216
H  -1.5988  0.5818  2.7851  0.132
H  -0.2000  1.4102  2.7896  0.145
H  -1.5641  3.0983  2.0324  0.165
H  -2.6271  1.9386  1.2415  0.153
H  1.5436  2.8551  -0.6832  0.161
H  1.8839  1.2242  -1.3480  0.157
C  2.7721  -3.6385  -0.4940  0.156
O  1.8437  -2.8772  0.4629  0.097
C  1.1826  -1.9080  0.0853  -0.456
O  0.9194  -1.2820  -0.9419  0.035
H  3.7683  -3.3409  -0.1860  0.125
H  2.5199  -3.3429  -1.5072  0.111
H  2.5587  -4.6783  -0.2794  0.121
C  -3.4737  -3.4555  2.0268  0.082
N  -3.1246  -2.7017  0.7881  0.010
C  -3.8650  -2.8843  -0.3715  0.062
C  -3.5748  -2.2369  -1.5161  0.075
C  -2.4692  -1.3287  -1.5348  -0.285
N  -1.7888  -1.1440  -0.3712  0.065
C  -2.1269  -1.8409  0.7278  -0.451
O  -1.3320  -1.5543  1.7216  -0.117
N  -2.1116  -0.6768  -2.6148  0.264
H  -4.4865  -3.1852  2.3150  0.124
H  -2.7716  -3.1846  2.8076  0.105
H  -3.4013  -4.5179  1.8084  0.124
H  -4.6852  -3.5857  -0.2852  0.170
H  -4.1678  -2.4057  -2.4042  0.151
H  -2.6245  -0.7933  -3.4795  0.163
H  -1.3268  -0.0430  -2.6304  0.138

Atomic forces in eV per Å
Mo 0.3 0.2 0.1
N 0.0 0.0 0.0
C 0.0 0.0 0.1
C 0.1 0.0 -0.2
O 0.0 0.1 0.1
N -0.2 -0.1 0.2
C 0.0 -0.1 0.0
C 0.1 0.1 0.1
O 0.0 0.0 0.0
O -0.3 -0.1 -0.2
H 0.0 0.0 0.0
H 0.0 0.0 0.0
H 0.0 0.0 0.0
H 0.0 0.0 0.0
H 0.0 0.0 0.0
H 0.0 0.0 0.0
C -0.1 0.1 0.1
O 0.1 0.0 -0.1
C -0.1 0.0 0.0
O 0.1 -0.1 -0.1
H 0.0 0.0 0.0
H 0.0 0.0 0.0
H 0.0 0.0 0.0
C 0.1 0.1 -0.1
N -0.1 0.0 0.0
C 0.0 0.0 0.0
C 0.0 0.0 0.0
C -0.1 0.0 0.0
N 0.0 -0.1 0.0
C 0.1 0.0 0.1
O -0.1 0.0 0.0
N 0.0 0.0 0.0
H 0.0 0.0 0.0
H 0.0 0.0 0.0
H 0.0 0.0 0.0
H 0.0 0.0 0.0
H 0.0 0.0 0.0
H 0.0 0.0 0.0
H 0.0 0.0 0.0

HOMO (alpha / beta)   -0.73838 / -0.73838 hartree
Multiplicity   1
HOMO-LUMO gap (alpha / beta)   7.218 / 7.220 eV
Net charge   +3
ΔE to the lowest compared entry with this formula, charge and spin   0.000 eV
Lowest unoccupied orbital energy (alpha / beta)   -12.9 / -12.9 eV

=====

6.
Molecular formula: C11H16N2S
Method: DFT, the ωB97M-V functional and the def2-TZVPD basis

Each line ends with the Löwdin charge.
Atoms and positions in Å:
C  3.1852  0.0336  3.7639  -0.091
C  2.1727  -0.5698  4.4665  -0.100
C  2.9573  0.5553  2.4675  -0.090
C  0.8696  -0.6044  3.9209  -0.140
C  1.6692  0.4729  2.0218  -0.074
C  -1.8850  -0.9267  -2.2260  -0.236
C  -2.1063  0.6043  -2.3877  -0.181
C  -1.3080  -1.3262  -0.9625  -0.232
C  -0.8066  1.3930  -2.1495  -0.151
C  -0.0173  -0.6338  -0.7655  -0.178
C  -0.2774  0.8927  -0.7066  -0.482
N  0.6746  -0.0102  2.7476  0.062
N  0.7944  1.5794  -0.2259  -0.355
S  2.2680  1.3799  -1.0008  0.755
H  4.1753  0.1705  4.2760  0.121
H  2.3645  -1.0845  5.4470  0.115
H  3.7539  1.0399  1.9683  0.072
H  0.0571  -0.9665  4.5879  0.114
H  -2.7949  -1.4162  -2.3799  0.092
H  -1.1789  -1.2360  -2.9929  0.121
H  -2.4813  0.8905  -3.3557  0.094
H  -2.8809  0.9826  -1.6267  0.134
H  -2.0003  -1.3135  -0.1605  0.112
H  -1.2089  -2.4411  -1.2015  0.143
H  -0.1486  1.3789  -3.0272  0.110
H  -1.0579  2.3869  -2.0510  0.071
H  0.4904  -0.8411  0.0825  0.045
H  0.7685  -0.8319  -1.4893  0.106
H  -1.1569  1.2772  -0.1315  0.153
H  2.9008  2.3198  -0.2243  -0.110

Atomic forces in eV per Å
C 1.1 0.6 0.0
C -0.7 -1.2 1.0
C 0.1 -0.3 1.4
C 1.3 0.8 0.8
C -1.8 -0.8 1.6
C -0.3 2.9 -2.1
C -0.2 0.2 1.4
C 0.9 -3.6 -0.5
C 0.1 -2.2 0.6
C -0.9 1.8 -0.9
C -1.9 -0.3 -2.6
N 0.0 0.0 -1.1
N 2.8 1.9 0.9
S -0.1 0.6 0.4
H -0.9 -0.3 -0.8
H -0.2 0.8 -1.0
H 0.5 0.3 -0.7
H 0.3 0.2 -1.1
H -1.5 -0.9 -0.5
H -0.1 0.0 -0.4
H -0.3 -0.2 -0.5
H 1.0 -0.7 -0.9
H -0.5 0.6 1.1
H 0.5 1.0 1.1
H 0.4 -0.7 0.4
H -0.5 2.4 0.4
H 1.1 -1.0 3.3
H -0.4 0.0 -0.9
H 0.6 -1.2 0.3
H -0.3 -0.5 -0.5

HOMO (alpha / beta)   -0.29347 / -0.28480 hartree
Multiplicity   1
HOMO-LUMO gap (alpha / beta)   8.094 / 8.104 eV
ΔE to the lowest compared entry with this formula, charge and spin   5.969 eV
Lowest unoccupied orbital energy (alpha / beta)   0.1 / 0.4 eV